ORCA calculation (ωB97M-V/def2-TZVPD) on a 10-piece molecular cluster, C3H26O10 overall.

Geometry (Å):
O1 4.747718 10.462802 6.496631
H1 4.471404 9.646869 6.119577
H2 5.689999 10.474973 6.250091
O2 5.314537 7.562819 10.073997
H3 5.759412 6.869882 10.601779
H4 5.308847 8.345136 10.589420
O3 7.438630 8.015500 5.012034
H5 7.536471 8.908159 5.345150
H6 6.507510 8.052531 4.741462
O4 5.019721 9.863140 11.714104
H7 5.377772 10.306868 12.512043
H8 4.936179 10.568184 10.980615
O5 4.373433 7.983648 4.864814
H9 4.224619 7.527719 5.714368
H10 3.505032 8.188032 4.410958
O6 4.716993 6.521837 7.252193
H11 4.381574 6.847489 8.072355
H12 5.714072 6.425742 7.421344
O7 7.670985 6.506463 7.266565
H13 7.749687 6.942416 6.419036
H14 7.756893 7.262029 7.884251
C1 5.054501 12.964652 9.470697
O8 5.095671 11.579285 9.369714
H15 4.272136 13.239728 10.198804
H16 6.084163 13.297064 9.750548
H17 4.792112 13.458552 8.595264
H18 4.779314 11.382216 8.442039
C2 7.507214 12.378023 5.994857
O9 7.448686 10.992833 6.346836
H19 8.486848 12.831496 6.083272
H20 7.170990 12.464729 5.000171
H21 6.772727 12.920736 6.617641
H22 7.737676 10.754779 7.299734
C3 8.240475 9.265387 9.928810
O10 7.509225 9.748795 8.785917
H23 9.040486 9.999724 10.223576
H24 7.550445 9.193264 10.761790
H25 8.678877 8.285532 9.657015
H26 6.757993 10.286970 9.089057

Cartesian forces (eV/Å) of the 6 atoms listed first:
O 0.59 1.23 0.62
H -0.74 -1.30 -0.56
H 0.09 0.36 0.28
O 0.41 -2.17 -0.86
H -0.44 0.71 -0.38
H -0.07 1.27 1.23

Max |F| in eV Å⁻¹: 2.8
HOMO energy in eV: -10.8
SMILES: CO.CO.CO.O.O.O.O.O.O.O
E_LUMO in Ha: 0.0109
E_tot in eV: -24007.896
Multiplicity: 1

ORCA calculation (ωB97M-V/def2-TZVPD) on a 2-piece molecular cluster, C3H7NO2S overall.

Geometry (Å):
C1 -0.191794 1.875167 1.404142
C2 -0.880523 0.551452 1.501006
C3 0.480426 0.708956 0.701796
N1 -0.513516 -1.694479 -2.915361
O1 0.127551 -2.657351 -0.678801
O2 0.525536 0.619660 -0.550801
S1 0.337099 -1.607088 -1.635631
H1 -0.672603 2.727838 0.815063
H2 0.112015 2.314519 2.404485
H3 -0.680721 -0.036300 2.447246
H4 -1.722244 0.272719 1.033119
H5 1.256514 0.146308 1.252263
H6 -0.050134 -1.117399 -3.638355
H7 1.872394 -2.104002 -2.140169

Cartesian forces (eV/Å) of the 6 atoms listed first:
C -2.10 1.84 1.34
C 2.76 0.79 3.21
C 1.82 -0.63 1.62
N 0.10 0.15 -0.43
O -0.96 -0.35 1.11
O -0.56 1.07 -1.21

Max |F| in eV Å⁻¹: 4.3
HOMO energy (spin up / spin down) in eV: -8.5 / -9.9
E_LUMO (spin up / spin down) in Ha: 0.0221 / -0.0814
E_tot in eV: -19637.781
Multiplicity: 3

ORCA calculation (ωB97M-V/def2-TZVPD) on C15H17CdNO4 as an isolated structure.

Geometry (Å):
Cd1 0.012838 -0.451842 0.025128
C1 -0.013349 1.036523 1.827729
O1 -0.010981 1.607422 2.822045
C2 0.000138 1.879491 -0.932422
O2 -0.006729 2.961264 -1.409892
C3 -2.153981 0.037199 -0.057772
O3 -3.289655 -0.004104 0.001179
C4 2.152194 -0.028480 -0.011967
O4 3.270114 0.011438 -0.001682
C5 0.004474 -1.751041 -1.688039
H1 0.947419 -2.275397 -1.460419
H2 -0.933209 -2.285041 -1.474030
C6 -0.000398 -0.518801 -2.343139
H3 -0.937839 -0.073051 -2.701345
H4 0.935277 -0.069588 -2.701132
C7 2.497115 -3.116440 3.325482
N1 1.855901 -2.104498 4.207240
C8 2.871848 -1.234277 4.891611
C9 0.813879 -1.233348 3.437183
C10 -0.290710 -2.027925 2.835041
C11 -0.938951 -2.968043 3.657350
C12 -2.001357 -3.726668 3.172035
C13 -2.444606 -3.543722 1.858146
C14 -1.846284 -2.574892 1.056022
C15 -0.797603 -1.835618 1.561289
H5 3.024692 -2.582037 2.538917
H6 1.725766 -3.769869 2.905086
H7 3.198623 -3.691806 3.934693
H8 1.337356 -2.603749 4.955881
H9 3.423067 -0.695675 4.124276
H10 2.352033 -0.534485 5.556236
H11 3.542011 -1.879514 5.469194
H12 0.446927 -0.536476 4.207409
H13 1.435284 -0.679622 2.739888
H14 -0.620869 -3.117905 4.691222
H15 -2.490090 -4.469095 3.815730
H16 -3.277324 -4.135299 1.465997
H17 -2.249417 -2.457929 0.058427

Cartesian forces (eV/Å) of the 6 atoms listed first:
Cd -0.28 -1.04 1.96
C -0.02 3.23 4.05
O -0.14 -1.64 -2.71
C 0.07 7.75 -3.27
O 0.00 -6.29 2.74
C -4.84 0.69 -0.20

Max |F| in eV Å⁻¹: 8.4
Total charge: +2
HOMO energy in eV: -15.2
E_LUMO in Ha: -0.2559
E_tot in eV: -30054.461
Multiplicity: 1

ORCA calculation (ωB97M-V/def2-TZVPD) on one molecule with the formula C6H8S.

Geometry (Å):
C1 -0.635705 -1.621083 -0.433804
C2 -1.126501 -0.358228 -0.634450
C3 0.598932 -1.577288 0.379010
C4 0.916736 -0.080350 0.502990
C5 -0.284446 0.598111 -0.073300
C6 -0.456272 2.060525 -0.083646
S1 2.629666 0.240156 -0.221176
H1 -1.063669 -2.538598 -0.796301
H2 -2.037379 -0.121202 -1.157470
H3 0.417775 -2.016312 1.366307
H4 1.413429 -2.146963 -0.074324
H5 1.085102 0.243416 1.535644
H6 0.020576 2.472491 -0.976848
H7 0.032611 2.514021 0.776573
H8 -1.510861 2.331306 -0.109199

Cartesian forces (eV/Å) of the 6 atoms listed first:
C -0.39 -0.17 -0.31
C 0.22 0.12 0.09
C 0.30 -0.41 0.35
C 0.72 0.07 -0.04
C 0.33 -0.21 -0.16
C 0.05 0.11 -0.21

Max |F| in eV Å⁻¹: 1.0
HOMO energy (spin up / spin down) in eV: -6.9 / -8.8
E_LUMO (spin up / spin down) in Ha: 0.0375 / -0.0671
E_tot in eV: -17184.199
Multiplicity: 3

ORCA calculation (ωB97M-V/def2-TZVPD) on one molecule with the formula C4H5N3.

Geometry (Å):
C1 0.325604 -0.683568 0.301989
C2 -0.927657 -0.507292 0.607566
C3 -0.976230 1.417939 -0.607600
C4 0.269430 1.262720 -0.938098
H1 1.453652 -2.349607 0.145606
H2 1.821418 -1.305518 1.346592
H3 -1.549298 -1.055770 1.329177
H4 -1.674514 2.104772 -1.030931
H5 0.888023 2.123375 -1.583907
N1 1.096109 -1.790054 0.737823
N2 -1.676628 0.596288 0.065435
N3 0.950091 0.186715 -0.373651

Cartesian forces (eV/Å) of the 6 atoms listed first:
C 2.48 -2.70 0.02
C -7.57 2.93 0.68
C -4.57 2.00 -1.72
C 7.64 -0.12 -0.55
H 3.16 -4.53 -5.61
H -0.81 -1.62 -1.15

Max |F| in eV Å⁻¹: 10.2
HOMO energy in eV: -9.9
SMILES: Nc1cnccn1
E_LUMO in Ha: 0.0041
E_tot in eV: -8696.755
Multiplicity: 1

ORCA calculation (ωB97M-V/def2-TZVPD) on one molecule with the formula C5H6N2.

Geometry (Å):
N1 2.363446 -1.289724 1.917923
C1 1.646417 -0.490502 1.470297
C2 0.796459 0.487069 0.893509
C3 -0.002174 0.690138 -1.537213
C4 -1.001839 0.293710 -0.615327
C5 -0.918032 -0.960755 0.267854
N2 -0.549721 0.289332 0.819086
H1 1.153307 1.510559 0.853820
H2 -0.234978 0.633760 -2.598716
H3 0.814603 1.338846 -1.265504
H4 -2.047492 0.530771 -0.834218
H5 -0.133572 -1.686203 0.055097
H6 -1.886421 -1.347001 0.573386

Cartesian forces (eV/Å) of the 6 atoms listed first:
N -0.54 0.56 -0.33
C 0.29 -0.27 0.14
C 0.79 0.15 1.02
C 0.14 0.27 -1.15
C -0.48 -0.54 0.72
C -0.17 -0.44 -0.66

Max |F| in eV Å⁻¹: 1.3
HOMO energy (spin up / spin down) in eV: -8.6 / -8.2
E_LUMO (spin up / spin down) in Ha: -0.0240 / -0.0156
E_tot in eV: -8257.661
Multiplicity: 1